Entry 1:
DFT (ωB97M-V with the def2-TZVPD basis set) results for a structure of composition C6H10O2 at a distorted geometry.

For the highest occupied orbital energy, the calculation gives -8.837 eV. The value obtained for the energy above the lowest of the compared OMol25 structures with the same formula, charge and spin is 834.96 kJ/mol. The calculation puts the molar mass at 114.1 g mol⁻¹.

Positions of all 18 atoms, in Å:
C (1.33, 0.03, 1.56)
C (-0.02, -0.04, 0.86)
C (-1.21, 0.91, 1.69)
C (0.38, 0.20, -1.47)
C (-0.12, -0.62, -2.58)
C (-0.54, -0.91, -1.24)
H (2.02, -0.23, 0.85)
H (1.75, 0.96, 1.95)
H (1.46, -0.74, 2.28)
H (-1.95, 1.03, 0.95)
H (-1.03, 1.89, 2.31)
H (-1.56, 0.24, 2.58)
H (1.50, -0.06, -1.56)
H (-0.98, -0.81, -3.64)
H (0.78, -0.90, -3.09)
H (-1.73, -0.63, -1.20)
O (0.08, 1.01, -0.43)
O (-0.17, -1.32, 0.17)

---

Entry 2:
DFT (ωB97M-V with the def2-TZVPD basis set) results for the molecule C20H21FN2O3S2 at a distorted geometry.

For the highest occupied orbital energy, the calculation gives -8.451 eV. As for the SMILES: CCOc1ccc(N(Cc2ccccc2F)C2=N[C@H]3CS(=O)(=O)C[C@@H]3S2)cc1. The calculation puts the molar mass at 420.5 g mol⁻¹.

Positions of all 49 atoms, in Å:
C (-1.15, 5.65, -4.43)
C (-1.05, 4.84, -3.17)
O (-0.69, 3.51, -3.60)
C (-0.38, 2.61, -2.62)
C (0.30, 1.45, -3.01)
C (0.74, 0.51, -2.05)
C (0.40, 0.71, -0.68)
N (0.66, -0.33, 0.25)
C (-0.09, -1.64, 0.10)
C (-1.23, -1.77, 1.06)
C (-1.02, -2.30, 2.36)
C (-2.07, -2.36, 3.28)
C (-3.37, -2.04, 2.85)
C (-3.59, -1.58, 1.54)
C (-2.52, -1.38, 0.65)
F (-2.73, -1.01, -0.61)
C (1.59, -0.13, 1.24)
N (1.93, -1.17, 1.98)
C (2.87, -0.69, 2.98)
C (3.83, -1.64, 3.63)
S (5.05, -0.53, 4.34)
O (4.73, -0.34, 5.77)
O (6.42, -1.03, 4.11)
C (4.64, 0.94, 3.35)
C (3.70, 0.36, 2.28)
S (2.43, 1.40, 1.51)
C (-0.29, 1.83, -0.30)
C (-0.72, 2.79, -1.25)
H (-1.34, 6.70, -4.22)
H (-0.21, 5.55, -4.96)
H (-1.89, 5.21, -5.07)
H (-2.04, 4.80, -2.68)
H (-0.30, 5.28, -2.48)
H (0.66, 1.34, -4.02)
H (1.26, -0.41, -2.33)
H (0.56, -2.49, 0.15)
H (-0.47, -1.70, -0.92)
H (-0.05, -2.63, 2.63)
H (-1.85, -2.79, 4.24)
H (-4.23, -2.18, 3.50)
H (-4.60, -1.36, 1.19)
H (2.24, -0.24, 3.76)
H (3.36, -2.23, 4.44)
H (4.27, -2.27, 2.88)
H (5.52, 1.48, 2.94)
H (4.13, 1.66, 4.02)
H (4.30, -0.07, 1.47)
H (-0.60, 1.93, 0.76)
H (-1.18, 3.69, -0.94)

---

no.,HOMO-LUMO gap (eV),E_LUMO (Eh)
1,9.71,0.03194
2,8.87,0.01555